The following is a quantum chemistry calculation of a 12-piece molecular cluster, C43H99BF2N6O32P3 overall in a non-equilibrium geometry, from the OMol25 dataset.

lowest unoccupied orbital energy = 1.85 eV
charge = -1
total energy = -5683.2222 a.u.

Each line ends with the Mulliken charge.
CARTESIAN COORDINATES (ANGSTROEM)
H 1.956 0.424 -5.666  0.454
H -1.379 -6.212 4.006  0.231
H 3.396 6.197 -1.063  0.186
H 6.421 2.492 -1.578  0.498
O 1.508 2.136 -0.924  0.143
C -0.636 1.059 -9.434  -0.652
H -0.357 0.561 -10.368  0.272
C -0.513 -1.703 2.446  0.033
H 3.796 0.754 -3.471  0.278
C 7.047 -2.132 1.376  -0.649
O -2.839 -1.027 2.543  -0.407
H 1.435 7.770 -2.989  0.361
H -2.870 -6.144 4.687  0.353
B -0.091 -0.542 0.508  0.610
H 1.360 7.306 5.753  0.260
O 3.846 -2.121 1.559  0.025
C -1.902 -4.984 1.754  -0.935
O 2.238 7.052 1.453  -0.779
H -1.854 -5.936 1.234  0.488
H 1.002 5.302 -1.313  -0.613
H 0.992 -7.717 5.840  0.295
H 0.194 -4.190 5.077  -0.160
H -2.885 -2.303 -0.985  -0.406
C 1.827 6.448 5.268  -0.662
C -2.888 6.494 -0.886  -1.016
H 2.402 -2.228 -1.125  -0.540
C 0.121 -2.341 6.875  -0.434
H -1.487 1.677 -9.724  0.254
H 1.684 4.707 0.637  -0.124
C 0.560 -4.353 -2.075  0.427
H 2.325 -4.878 0.212  0.495
H -1.438 7.444 1.817  0.305
H -2.935 2.429 -2.187  0.623
O 0.418 -1.478 1.537  0.257
H 3.562 6.583 -2.763  0.349
H -6.299 -2.155 -3.815  0.106
H -0.253 -2.127 5.870  -0.061
O -0.260 -4.639 -2.878  -0.482
H -3.968 1.738 0.089  0.330
O 1.375 -0.842 -7.845  -0.711
H -0.470 4.238 -3.809  0.430
H 0.785 -1.520 7.147  0.266
O 6.177 -1.764 2.432  -0.333
H 0.853 -1.830 -5.203  0.374
C -0.802 6.559 1.757  -0.150
H -0.939 -4.641 2.140  0.090
H -6.027 -2.056 -6.072  0.223
H 7.664 0.635 -2.414  0.359
H 0.979 1.458 -4.658  -0.271
H 3.610 7.900 -1.618  0.518
O -1.541 -0.497 0.784  -0.614
H -1.445 5.681 1.728  0.203
H 4.210 -0.084 1.906  0.601
C 0.252 -4.558 6.108  -0.051
O -6.419 -1.867 5.376  -0.447
H -2.686 -4.118 3.593  -0.243
H 2.631 -0.467 1.367  -0.051
H 1.560 7.766 -0.072  0.262
O 0.049 0.928 -6.429  -0.181
N -6.104 -2.981 -5.676  -0.642
C -2.328 2.952 -0.109  2.365
C 3.677 -0.753 1.228  -0.646
C -5.800 -3.034 -4.234  0.776
H 3.145 -6.404 5.418  0.450
F -4.207 -2.429 5.330  -0.323
N 3.576 1.724 -3.277  0.154
H -6.092 -5.221 -4.222  0.339
N 1.158 8.101 -0.959  -0.678
H 0.626 3.732 1.488  0.118
C -6.398 -4.314 -3.699  -1.209
C 4.871 2.387 -3.004  0.254
H -3.474 6.677 -1.790  0.290
H -0.421 -7.005 5.909  0.233
C -2.813 -5.025 2.993  2.044
H 2.807 -2.281 5.395  0.377
C 2.484 -5.536 5.462  -1.444
O 0.083 6.601 2.886  -0.353
P 1.667 6.398 2.637  0.827
O -0.368 -2.306 3.467  -0.403
H 2.237 3.149 1.444  0.358
H -0.746 -1.782 -4.499  0.146
O -0.733 -1.478 -6.567  -0.310
H 1.285 -5.986 7.225  0.231
H 7.324 -1.277 0.762  0.192
H -0.232 6.671 0.833  -0.074
C 1.636 7.253 -2.048  0.293
C 0.934 1.131 -0.645  0.048
H -2.199 -4.157 1.103  -0.263
H 5.497 4.501 -2.774  0.431
H -3.666 -3.501 -4.477  0.271
O 1.901 4.820 2.713  -0.333
O 1.688 -3.696 -2.414  -0.403
O -5.734 0.227 5.488  -0.381
H -4.273 -4.864 0.194  0.396
H 4.245 4.121 -4.074  0.374
H 1.688 8.962 -1.079  0.330
O 0.853 -3.556 6.919  -0.416
H -3.243 4.582 0.883  0.489
N -2.369 -6.169 3.806  -0.920
H -2.659 1.119 0.775  0.226
O -2.283 5.229 -0.803  0.009
H 3.957 -0.598 0.185  0.271
H -4.472 -6.125 2.131  0.369
C -5.218 -1.846 4.622  1.084
F 3.715 -3.717 -1.382  -0.383
O 1.284 5.373 -3.443  -0.464
H 1.787 2.079 -6.125  0.443
C -2.058 2.467 -1.536  -0.469
H -1.540 1.503 -1.585  -0.146
H 2.477 -2.981 3.834  0.141
C -4.313 -2.802 -3.940  -0.836
H -7.487 -4.239 -3.728  0.390
H -3.352 -1.028 -2.180  0.575
C -4.987 -4.199 0.683  -0.932
C -1.793 -1.002 1.970  0.448
H -3.392 6.781 0.042  0.407
C 5.472 1.936 -1.659  -0.787
H -2.097 7.250 -0.968  0.223
C 3.136 6.937 -1.815  -1.388
H -5.180 -0.015 3.450  0.322
O 0.496 0.815 0.581  -0.350
C -3.101 4.267 -0.156  -1.405
H 0.940 3.387 -3.038  -0.069
H -4.957 -3.241 0.168  0.181
H -6.119 -4.468 -2.654  0.140
N 0.497 -6.907 5.471  -0.704
H 5.525 2.059 -3.818  0.596
C 4.660 3.881 -3.097  -1.385
H 0.184 1.714 -9.143  0.282
H -0.768 -4.826 6.409  0.425
H 3.019 -4.693 5.901  0.233
H 1.076 5.664 5.174  0.276
H 4.849 2.276 -0.830  0.027
H -0.718 -2.404 7.574  0.364
C 0.623 4.175 -3.730  -0.487
O 5.760 0.569 -1.544  0.031
H -0.205 6.101 -2.306  0.252
H 7.921 -2.613 1.816  0.344
H 0.847 3.755 -4.716  0.266
P 4.852 -2.625 2.693  0.937
H -5.385 -2.312 3.652  -0.074
H 2.623 6.083 5.914  0.259
O 4.961 -4.091 2.720  -0.736
H 2.327 -1.253 4.018  0.181
H -1.317 3.063 -2.085  -0.516
C -6.600 -0.664 5.986  0.528
C 1.154 -5.766 6.157  0.558
C -0.190 -2.069 -5.399  -0.676
O -0.963 0.029 -8.526  -0.343
H -1.349 3.071 0.359  -1.249
C 2.412 -3.303 -1.289  1.521
H 2.359 -5.308 4.400  0.228
H -0.366 -3.145 -5.408  0.408
H -4.877 -5.260 3.606  0.436
H -6.965 -3.400 -5.984  0.195
H 6.324 -0.036 -3.411  0.338
O 2.309 6.898 4.003  -0.366
C 0.876 5.920 -2.212  0.590
H 1.598 -3.298 0.626  -0.618
O 0.110 -0.995 -0.864  -0.260
C -3.118 -2.086 -2.027  -0.244
C 1.238 1.244 -5.691  -0.347
H -2.212 -2.410 -2.553  0.109
H -4.099 -1.799 -4.330  0.312
C 0.730 -0.090 -1.566  0.320
O -4.190 -2.846 -2.543  -0.170
C 6.747 0.041 -2.408  -0.932
P 0.055 -0.370 -7.362  0.846
O -4.831 -4.022 2.090  -0.164
H 3.849 4.173 -2.417  -0.072
H 3.026 1.810 -2.427  -0.526
O 4.301 -1.900 4.015  -0.571
C 2.921 -2.114 4.326  -0.521
H -4.066 4.075 -0.636  0.413
H -5.957 -4.687 0.539  0.414
H 6.968 -0.960 -2.043  0.220
H -3.927 -0.127 4.697  0.169
O 1.076 -0.173 -2.708  -0.473
N -3.146 1.999 0.626  -0.550
H 6.628 -2.862 0.677  0.294
C 1.727 -4.044 -0.157  0.370
C -4.957 -0.374 4.453  -0.298
O -7.368 -0.427 6.862  -0.542
C 1.672 4.071 1.525  -0.133
C -4.281 -5.204 2.687  -1.437
O 0.558 -4.607 -0.725  -0.318

The following is a quantum chemistry calculation of C44H103F6MgN4O22S2 as an isolated structure in a non-equilibrium geometry, from the OMol25 dataset.

relative energy (zero: lowest compared OMol25 entry of this formula, charge and spin) = 0.00 kcal per mole
lowest unoccupied orbital energy = -4.25 eV
charge = +1
total energy = -5207.6870 a.u.

Each line ends with the Mulliken charge.
CARTESIAN COORDINATES (ANGSTROEM)
H -7.012 -0.497 3.262  0.551
H 4.929 1.531 -1.417  0.343
H -1.864 5.102 -4.338  0.438
H 8.018 -0.839 1.809  0.008
N 8.393 0.624 4.041  -0.778
O -3.355 -0.976 6.145  -0.274
H 2.531 4.043 -1.724  0.208
H 6.046 1.753 3.807  0.414
H -3.704 -3.754 1.392  0.218
C 6.943 -5.563 2.400  -0.406
H -4.381 -3.930 4.943  0.311
O -9.450 0.141 -4.438  -0.435
C 7.777 1.112 2.797  0.304
H 1.717 4.618 -3.167  0.158
H 5.535 3.066 -3.139  0.122
H 8.313 2.463 -2.814  0.453
C -5.114 0.084 -1.770  1.282
F 2.042 -1.601 -0.846  -0.262
H 3.260 -3.701 -2.185  0.197
C -0.720 4.164 -1.371  0.187
O 3.007 3.008 -3.444  0.289
H -6.481 2.769 1.254  0.055
H -4.427 -5.327 3.809  0.524
C 2.556 1.388 -5.082  -0.128
H 8.317 -4.926 0.975  0.354
O -7.429 -0.481 -2.049  -0.346
O -3.036 -1.083 0.453  -0.500
C -3.830 0.221 5.585  -0.590
H 4.866 -0.702 -6.013  0.263
C -5.259 4.633 0.068  -0.013
H 6.158 -2.386 2.569  -0.210
S 0.704 -0.036 0.678  0.819
H 3.138 -0.890 -5.899  0.377
H 7.846 -0.147 4.420  0.296
H 4.358 -1.330 4.092  0.272
H -8.716 1.851 -5.230  0.318
H 7.400 2.466 -1.313  0.250
H -2.818 -5.290 1.730  0.554
H 4.952 -6.378 0.706  0.144
C 2.552 2.868 -4.771  -0.888
C 8.273 0.210 1.665  -0.939
F -3.758 1.501 1.177  0.166
H -5.361 0.822 -0.980  -0.238
C 6.503 1.324 -2.929  0.526
H 9.357 0.306 1.601  0.434
C -8.645 1.289 -4.301  -0.490
O -6.177 4.817 1.123  -0.485
H -6.253 -1.511 -0.774  0.402
O 5.986 -0.257 -1.187  -0.489
H 4.150 -0.817 -4.420  0.060
H 4.033 5.298 -4.087  0.293
H 5.941 -5.985 2.508  0.259
C 2.666 4.218 -2.793  -0.188
C 5.086 -0.691 -0.222  0.540
O 3.882 0.988 -5.434  -0.502
H -5.925 -0.206 5.591  0.437
C -5.152 0.090 4.865  -0.569
H -4.126 -0.284 -1.479  -0.272
H 2.354 -5.270 -2.242  0.417
H -8.447 -2.239 -2.440  0.351
C 4.636 -5.875 -1.289  -0.889
H 3.308 6.249 -2.809  0.586
H 7.651 -6.041 3.078  0.382
H 3.769 -0.193 2.836  0.259
H -5.109 -3.771 3.372  0.247
H 1.926 -4.140 -0.996  -0.027
F 0.047 -1.398 -1.572  -0.032
H -4.164 2.267 -3.963  0.474
H -2.145 -4.514 3.803  0.455
O -1.645 -3.644 1.214  -0.026
H 7.874 0.539 0.699  0.105
O 3.681 -5.039 -0.688  -0.177
C -2.498 1.247 1.504  0.172
O 4.837 5.085 -2.164  -0.208
C 5.715 6.171 -2.233  -0.899
S -1.966 -0.129 0.351  -0.106
H 8.123 2.131 2.616  0.470
C -5.990 -1.729 1.822  2.036
C -6.251 -1.281 3.235  -0.977
H 0.302 4.362 -1.049  0.113
H 6.794 0.509 -3.602  0.387
C 7.537 -5.683 0.999  -0.682
H -1.645 -5.201 -0.187  0.402
H -5.797 -1.740 -2.486  0.656
F -2.506 0.749 2.758  -0.318
C -9.490 -0.644 -3.265  -0.700
H -10.274 -1.376 -3.461  0.354
H 4.983 -3.675 2.832  0.090
H -5.278 -2.570 1.830  -1.381
C -2.924 -3.877 3.353  0.286
C 1.067 -0.716 -1.054  0.513
H 5.724 1.633 2.101  0.294
H -0.608 -3.784 -0.602  0.067
O -2.943 4.264 -0.388  0.348
H 5.524 -1.456 0.417  -0.135
N -2.528 -2.455 3.608  0.419
C -1.680 4.888 -0.454  -1.496
H -0.958 3.090 -1.368  0.173
H -2.320 -2.383 4.615  0.452
H 3.195 3.398 -5.479  0.244
H -3.612 2.054 -2.259  0.138
C -4.284 -4.250 3.906  -1.306
H -6.654 -2.104 3.840  0.367
C -4.443 1.944 -2.963  -0.616
H 8.338 1.048 -1.855  0.402
H 2.184 0.876 -4.190  -0.098
H -2.340 -3.667 -0.706  0.178
H -5.003 -1.600 7.300  0.336
O -5.020 -0.908 3.857  -0.046
H 4.799 0.152 0.420  -0.053
O -0.631 4.690 -2.688  -0.423
H -7.586 1.028 -4.185  0.103
H -9.868 -0.056 -2.411  0.325
O 5.807 -0.188 3.167  -0.101
O 6.971 -4.216 2.828  -0.403
H -3.402 -2.172 7.758  0.274
O 0.549 1.375 0.564  -0.547
H -3.657 4.379 1.520  0.170
C 4.506 -0.353 3.631  -0.883
H -5.219 2.660 -2.643  0.310
H 1.494 3.158 -4.842  0.402
H 4.212 -1.145 -0.701  -0.131
C 3.730 5.249 -3.032  -0.835
H -3.085 0.674 4.928  -0.062
H -3.440 -1.967 3.579  -0.375
H -7.383 3.775 2.375  0.384
H 1.921 1.191 -5.953  0.545
C 7.671 1.851 -2.175  -1.756
H -3.964 0.982 6.368  0.584
C -8.171 -1.284 -2.917  -0.400
C -3.956 -1.307 7.384  -0.839
H -5.455 1.067 4.472  0.249
C -2.815 -4.209 1.847  -0.644
H 5.960 6.430 -3.271  0.353
H 5.063 2.047 -4.273  0.321
H 5.938 -7.350 -0.272  0.457
H 4.199 -6.700 -1.856  0.445
O -7.130 -2.185 1.143  -0.497
O -5.023 0.664 -3.040  -0.552
F 1.494 0.211 -1.858  -0.134
C -3.842 4.833 0.533  -0.563
N 5.915 2.372 -3.790  -0.662
N -0.653 -0.821 1.139  0.253
C 5.424 0.747 -2.015  0.201
H -7.629 -0.593 -0.095  0.304
H 6.684 5.871 -1.827  0.257
H -2.728 4.778 -2.797  0.190
H -5.405 3.687 -0.478  -0.131
C 3.998 -0.402 -5.423  -0.589
C -1.526 -4.122 -0.133  -0.495
H -8.975 1.891 -3.449  0.274
H -1.230 5.005 0.545  0.515
C 5.579 -6.306 -0.202  -0.246
H 8.016 -6.669 0.887  0.396
O -1.672 0.424 -0.908  -0.526
H 5.350 7.023 -1.651  0.308
H -7.588 -1.468 -3.824  0.377
C -6.158 -1.008 -1.745  -1.456
H 5.263 -5.278 -1.973  0.336
O 6.653 -5.408 -0.057  -0.300
H -8.955 -1.708 0.397  0.257
C 5.916 -3.414 2.309  0.228
C -8.053 -1.197 0.714  -0.498
H 4.634 0.279 -2.623  -0.261
H -5.379 -0.990 1.275  -0.576
C -1.837 4.558 -3.401  -0.721
H 8.353 1.303 4.799  0.274
H 4.251 0.350 4.445  0.412
H -3.697 5.910 0.690  0.426
F -1.750 2.309 1.460  -0.069
H 5.812 -3.579 1.238  0.154
H -3.800 -0.533 8.140  0.306
C 2.765 -4.477 -1.601  -0.513
H -5.658 3.564 2.663  0.224
H -8.337 -0.472 1.490  0.291
Mg -0.975 -2.279 2.323  1.387
C -6.418 3.664 1.876  -0.463
H -2.016 3.484 -3.605  0.196
H -5.494 5.344 -0.732  0.317
C 6.255 1.122 2.919  -0.711
H -1.731 5.919 -0.851  0.562
O 1.823 -0.498 1.437  -0.825